No. 1
Below is C26H21F3N7O4Pd as an isolated structure in a non-equilibrium geometry, with properties calculated with wB97M-V/def2-TZVPD.

As for the total energy: -57550.174 eV. The calculation puts the orbital gap (spin up / spin down) at 6.68 / 6.68 eV. Its total charge is +1. For the highest occupied orbital energy (spin up / spin down), the calculation gives -10.3 / -10.3 eV.

Positions of all 62 atoms, in Å:
Pd (-1.039, 0.394, -0.719)
C (3.621, 4.197, -4.045)
C (2.933, 3.193, -3.165)
C (3.304, 1.849, -3.180)
C (2.635, 0.903, -2.427)
C (1.588, 1.279, -1.583)
N (0.890, 0.369, -0.813)
C (1.505, -0.642, -0.088)
C (2.628, -0.354, 0.700)
C (3.228, -1.318, 1.485)
C (2.713, -2.611, 1.564)
C (3.326, -3.645, 2.465)
C (1.598, -2.909, 0.794)
C (1.021, -1.959, -0.040)
N (-0.045, -2.369, -0.895)
C (-0.296, -3.609, -1.363)
C (-1.338, -3.522, -2.256)
C (-1.668, -2.170, -2.291)
N (-0.876, -1.480, -1.476)
C (1.245, 2.634, -1.539)
C (1.885, 3.571, -2.337)
N (0.266, 3.075, -0.600)
C (0.275, 4.248, 0.057)
C (-0.911, 4.364, 0.747)
C (-1.605, 3.195, 0.452)
N (-0.905, 2.421, -0.378)
H (4.631, 3.876, -4.290)
H (3.683, 5.172, -3.561)
H (3.078, 4.328, -4.983)
H (4.119, 1.534, -3.819)
H (2.919, -0.140, -2.477)
H (3.028, 0.651, 0.671)
H (4.103, -1.058, 2.067)
H (4.361, -3.399, 2.695)
H (3.308, -4.632, 2.004)
H (2.784, -3.713, 3.410)
H (1.171, -3.903, 0.846)
H (0.307, -4.447, -1.066)
H (-1.779, -4.324, -2.821)
H (-2.418, -1.662, -2.872)
H (1.560, 4.604, -2.310)
H (1.129, 4.900, -0.005)
H (-1.222, 5.177, 1.378)
H (-2.575, 2.887, 0.799)
O (-5.011, -2.381, 3.834)
C (-3.848, -1.947, 4.299)
O (-3.532, -2.066, 5.450)
C (-2.893, -1.292, 3.346)
C (-1.693, -0.811, 3.819)
N (-1.027, -0.303, 2.770)
N (-1.687, -0.429, 1.626)
C (-2.832, -1.024, 1.953)
C (-3.867, -1.251, 0.951)
O (-4.933, -1.735, 1.186)
O (-3.532, -0.911, -0.374)
H (-5.115, -2.192, 2.884)
H (-1.304, -0.806, 4.822)
H (-0.097, 0.091, 2.754)
F (-3.847, 1.259, -0.056)
C (-4.090, 0.230, -0.883)
F (-3.472, 0.481, -2.036)
F (-5.385, 0.134, -1.078)


No. 2
Below is a 2-piece molecular cluster, C3H15B2BrFN2O6Si2 overall, with properties calculated with wB97M-V/def2-TZVPD.

As for the total energy: -108500.022 eV. The calculation puts the orbital gap at 7.19 eV. Its energy above the lowest of the compared OMol25 structures with the same formula, charge and spin is 0.0 kcal per mole. Its total charge is -1. For the highest occupied orbital energy, the calculation gives -4.7 eV.

Positions of all 32 atoms, in Å:
N (1.415, 1.676, 1.999)
C (1.284, 1.371, 0.578)
C (2.285, 0.287, 0.179)
O (2.338, 0.132, -1.245)
C (2.063, -1.072, 0.849)
Si (0.488, -1.953, 0.422)
Br (0.217, -3.561, 1.950)
O (-0.710, -0.891, 0.457)
Si (-2.376, -0.768, 0.563)
B (-2.841, 1.196, 0.203)
N (-1.939, 2.029, -0.547)
O (-4.072, 1.623, 0.650)
O (0.602, -2.783, -0.990)
B (0.467, -2.331, -2.282)
O (1.473, -2.531, -3.193)
O (-0.711, -1.754, -2.692)
H (0.798, 2.446, 2.240)
H (2.362, 1.993, 2.191)
H (0.259, 1.075, 0.366)
H (1.504, 2.244, -0.060)
H (3.274, 0.650, 0.494)
H (1.639, 0.676, -1.633)
H (2.039, -0.900, 1.930)
H (2.904, -1.747, 0.663)
H (-2.954, -1.697, -0.450)
H (-2.811, -1.274, 1.898)
H (-2.094, 2.078, -1.547)
H (-2.049, 2.950, -0.050)
H (-4.389, 1.148, 1.426)
H (2.286, -2.810, -2.751)
H (-0.595, -0.956, -3.222)
F (-2.154, 3.455, 1.604)


No. 3
Below is C22H38N2 as an isolated structure in a non-equilibrium geometry, with properties calculated with wB97M-V/def2-TZVPD.

As for the total energy: -26389.262 eV. The calculation puts the orbital gap at 7.84 eV. Its energy above the lowest of the compared OMol25 structures with the same formula, charge and spin is 506.9 kcal per mole. Its total charge is 0. For the highest occupied orbital energy, the calculation gives -7.1 eV.

Positions of all 62 atoms, in Å:
C (2.336, -3.224, 0.685)
C (0.887, -3.599, 1.312)
C (-0.201, -3.135, 0.752)
C (-1.635, -3.217, 1.226)
H (-1.806, -3.432, 2.294)
H (-2.007, -3.907, 0.612)
C (-2.370, -1.784, 1.049)
C (-2.253, -0.793, 1.768)
C (-1.236, -0.740, 2.637)
C (-0.824, 0.428, 3.666)
N (0.702, 0.701, 3.451)
H (1.139, -0.029, 3.640)
C (0.905, 1.550, 2.487)
C (1.443, 0.437, 1.195)
N (1.566, 1.144, -0.077)
H (2.539, 1.934, 0.113)
C (0.569, 1.904, -0.599)
H (0.054, 2.528, -0.031)
C (-0.400, 0.594, -1.340)
C (0.517, -0.105, -2.354)
C (0.845, 0.773, -3.527)
C (2.071, 1.837, -2.978)
C (1.222, 2.599, -1.928)
C (0.159, 3.420, -2.603)
C (-1.144, 2.163, -3.337)
C (-0.240, 1.395, -4.124)
H (-0.981, 0.858, -4.488)
H (0.176, 1.936, -5.062)
C (-1.428, 1.567, -2.047)
H (-2.028, 2.101, -1.254)
H (-2.227, 0.625, -2.518)
H (-1.934, 2.861, -3.716)
H (-0.531, 3.971, -1.863)
H (0.301, 4.120, -3.322)
H (1.795, 3.485, -1.440)
H (2.397, 2.256, -3.747)
H (2.546, 1.230, -2.410)
H (1.720, 0.181, -4.124)
H (1.251, -0.623, -1.862)
H (-0.131, -0.883, -2.876)
H (-0.659, 0.167, -0.385)
H (0.789, -0.069, 0.991)
H (2.264, -0.013, 1.442)
H (1.969, 2.148, 2.708)
H (0.284, 2.193, 1.967)
H (-1.425, 1.255, 3.518)
H (-1.040, 0.182, 4.786)
H (-0.559, -1.570, 3.053)
C (-3.126, 0.303, 1.529)
H (-3.605, 0.284, 0.597)
H (-3.741, 0.512, 2.428)
H (-2.524, 1.263, 1.403)
H (-3.609, -2.439, 1.303)
H (-2.414, -1.633, 0.069)
H (-0.038, -2.296, 0.004)
C (1.114, -4.514, 2.393)
H (0.151, -5.264, 2.146)
H (1.947, -4.780, 2.508)
H (0.572, -4.056, 3.228)
H (3.185, -2.874, 1.609)
H (2.587, -4.124, 0.265)
H (2.282, -2.461, -0.089)


No. 4
Below is one molecule with the formula C2H7PS2 in a non-equilibrium geometry, with properties calculated with wB97M-V/def2-TZVPD.

As for the total energy: -33145.563 eV. The calculation puts the orbital gap at 8.73 eV. Its energy above the lowest of the compared OMol25 structures with the same formula, charge and spin is 36.4 kcal per mole. Its total charge is 0. For the highest occupied orbital energy, the calculation gives -8.5 eV.

Positions of all 12 atoms, in Å:
C (-2.928, -0.676, -0.288)
C (2.948, -0.097, -0.175)
P (0.147, 0.562, 0.964)
S (-1.783, 0.793, -0.524)
S (1.819, 1.415, 0.147)
H (-3.805, -0.204, -0.771)
H (-3.273, -1.104, 0.691)
H (-2.535, -1.291, -1.051)
H (3.737, 0.032, -0.821)
H (2.336, -1.050, -0.451)
H (3.402, -0.309, 0.777)
H (-0.066, 1.929, 1.501)


No. 5
Below is a 2-piece molecular cluster, C3H10NO2 overall in a non-equilibrium geometry, with properties calculated with wB97M-V/def2-TZVPD.

As for the total energy: -8850.847 eV. The calculation puts the orbital gap at 11.60 eV. Its energy above the lowest of the compared OMol25 structures with the same formula, charge and spin is 34.4 kcal per mole. Its total charge is +1. For the highest occupied orbital energy, the calculation gives -15.1 eV.

Positions of all 16 atoms, in Å:
O (2.360, 0.934, -1.082)
C (2.036, 1.234, 0.026)
C (0.581, 1.080, 0.480)
N (-0.143, 0.357, -0.574)
H (2.719, 1.734, 0.727)
H (0.507, 0.636, 1.494)
H (0.154, 2.141, 0.582)
H (-0.529, -0.552, -0.198)
H (-0.894, 0.855, -1.041)
H (0.509, 0.057, -1.302)
C (-2.472, -1.260, 0.900)
O (-1.491, -1.892, 0.025)
H (-2.083, -1.062, 1.883)
H (-2.778, -0.343, 0.428)
H (-3.310, -1.970, 0.965)
H (-1.125, -2.658, 0.499)


Repeat the first record exactly.
Below is C26H21F3N7O4Pd as an isolated structure in a non-equilibrium geometry, with properties calculated with wB97M-V/def2-TZVPD.

As for the total energy: -57550.174 eV. The calculation puts the orbital gap (spin up / spin down) at 6.68 / 6.68 eV. Its total charge is +1. For the highest occupied orbital energy (spin up / spin down), the calculation gives -10.3 / -10.3 eV.

Positions of all 62 atoms, in Å:
Pd (-1.039, 0.394, -0.719)
C (3.621, 4.197, -4.045)
C (2.933, 3.193, -3.165)
C (3.304, 1.849, -3.180)
C (2.635, 0.903, -2.427)
C (1.588, 1.279, -1.583)
N (0.890, 0.369, -0.813)
C (1.505, -0.642, -0.088)
C (2.628, -0.354, 0.700)
C (3.228, -1.318, 1.485)
C (2.713, -2.611, 1.564)
C (3.326, -3.645, 2.465)
C (1.598, -2.909, 0.794)
C (1.021, -1.959, -0.040)
N (-0.045, -2.369, -0.895)
C (-0.296, -3.609, -1.363)
C (-1.338, -3.522, -2.256)
C (-1.668, -2.170, -2.291)
N (-0.876, -1.480, -1.476)
C (1.245, 2.634, -1.539)
C (1.885, 3.571, -2.337)
N (0.266, 3.075, -0.600)
C (0.275, 4.248, 0.057)
C (-0.911, 4.364, 0.747)
C (-1.605, 3.195, 0.452)
N (-0.905, 2.421, -0.378)
H (4.631, 3.876, -4.290)
H (3.683, 5.172, -3.561)
H (3.078, 4.328, -4.983)
H (4.119, 1.534, -3.819)
H (2.919, -0.140, -2.477)
H (3.028, 0.651, 0.671)
H (4.103, -1.058, 2.067)
H (4.361, -3.399, 2.695)
H (3.308, -4.632, 2.004)
H (2.784, -3.713, 3.410)
H (1.171, -3.903, 0.846)
H (0.307, -4.447, -1.066)
H (-1.779, -4.324, -2.821)
H (-2.418, -1.662, -2.872)
H (1.560, 4.604, -2.310)
H (1.129, 4.900, -0.005)
H (-1.222, 5.177, 1.378)
H (-2.575, 2.887, 0.799)
O (-5.011, -2.381, 3.834)
C (-3.848, -1.947, 4.299)
O (-3.532, -2.066, 5.450)
C (-2.893, -1.292, 3.346)
C (-1.693, -0.811, 3.819)
N (-1.027, -0.303, 2.770)
N (-1.687, -0.429, 1.626)
C (-2.832, -1.024, 1.953)
C (-3.867, -1.251, 0.951)
O (-4.933, -1.735, 1.186)
O (-3.532, -0.911, -0.374)
H (-5.115, -2.192, 2.884)
H (-1.304, -0.806, 4.822)
H (-0.097, 0.091, 2.754)
F (-3.847, 1.259, -0.056)
C (-4.090, 0.230, -0.883)
F (-3.472, 0.481, -2.036)
F (-5.385, 0.134, -1.078)


- Which value of total energy does entry 4 give?
  -33145.563 eV